Entry 1:
{"formula": "C24H33N2", "method": "ωB97M-V/def2-TZVPD", "lumo_ev": -4.54, "spin_multiplicity": 1, "homo_lumo_gap_ev": 6.41, "relative_energy_ev": 1.819, "charge": 1, "elements": ["N", "N", "C", "C", "C", "C", "C", "C", "C", "C", "C", "C", "C", "C", "C", "C", "C", "C", "C", "C", "C", "C", "C", "C", "C", "C", "H", "H", "H", "H", "H", "H", "H", "H", "H", "H", "H", "H", "H", "H", "H", "H", "H", "H", "H", "H", "H", "H", "H", "H", "H", "H", "H", "H", "H", "H", "H", "H", "H"], "coordinates": [[1.70296, 2.57278, -1.32447], [-0.18417, 0.11193, -1.12771], [-0.28330, 1.32433, -1.95541], [-4.38862, -0.75300, 1.94537], [-3.56976, -2.94083, 1.33794], [1.64116, -0.17619, 1.26160], [0.26710, 2.57574, -1.27049], [2.39010, 3.28654, -0.27953], [-1.77201, 1.35773, -2.29155], [0.58121, -2.23663, 1.99643], [1.83161, -2.80788, 2.17191], [-0.92979, -0.91557, -1.85986], [2.99835, -2.08209, 1.87367], [-2.07254, -0.14007, -2.52524], [-4.61477, -2.12749, 1.77552], [-5.98615, -2.69782, 2.02768], [0.45069, -0.94467, 1.41362], [-2.32182, -2.40803, 1.04893], [-2.06636, -1.01468, 1.21281], [-0.79371, -0.40854, 0.92090], [4.35721, -2.69485, 2.01869], [2.31320, 2.79815, -2.62156], [3.81355, 3.49551, -0.80665], [3.75614, 3.21309, -2.32069], [2.88514, -0.74410, 1.46625], [-3.14519, -0.20695, 1.66732], [1.90362, 4.25610, -0.04908], [-0.26999, -1.34957, -2.62960], [-0.31013, -2.78202, 2.32580], [-2.95270, 0.85395, 1.84058], [-5.94203, -3.78842, 2.10886], [-2.03395, -0.34687, -3.59903], [-3.06006, -0.43856, -2.15740], [-3.73003, -4.02844, 1.25697], [4.48692, 2.79171, -0.31615], [-0.08964, 2.61987, -0.22877], [0.79236, -0.14053, -0.97396], [1.92626, -3.82427, 2.56510], [1.55996, 0.88070, 1.00559], [-5.19781, -0.12198, 2.33334], [-1.51512, -3.06705, 0.71859], [3.78827, -0.13936, 1.32503], [4.85978, -2.36631, 2.93622], [4.99544, -2.40178, 1.17547], [4.15119, 4.50805, -0.59127], [2.36611, 2.69702, 0.65028], [-2.34172, 1.73798, -1.43659], [4.03002, 4.09407, -2.90154], [-0.17469, 3.43933, -1.82222], [-0.83746, 0.67033, 0.77442], [1.79847, 3.59181, -3.20182], [-1.97982, 2.00580, -3.14496], [-6.42616, -2.29376, 2.94556], [-6.66880, -2.44982, 1.20675], [4.28748, -3.78643, 2.04218], [4.43322, 2.40152, -2.58747], [0.30722, 1.16222, -2.88051], [-1.27862, -1.71056, -1.20329], [2.26219, 1.88882, -3.24257]], "forces_ev_per_a": [[-0.1480, -0.7843, 0.2527], [0.3950, -1.1424, -0.1312], [-0.3426, 0.6253, 0.2513], [0.2279, 0.0506, 0.1754], [0.2589, -0.4202, 0.0231], [-0.2252, -0.3220, 0.1167], [-0.4079, -0.1249, -0.6315], [-0.0594, 0.6083, 0.2530], [0.2196, -0.3300, 0.1860], [-0.2651, 0.1278, -0.3259], [0.2681, 0.2882, 0.1250], [0.4234, -0.1844, -0.7028], [-0.2016, -0.0147, 0.0077], [-0.4471, 0.1148, -0.6322], [-0.3182, 0.2333, -0.0511], [0.0698, -0.1587, 0.1039], [0.8640, -0.3767, -0.1955], [0.2109, 0.4368, 0.1912], [-1.1517, -0.9595, -0.8184], [0.2002, 1.9205, 1.6737], [0.1492, -0.2312, -0.1228], [-0.1755, 0.2257, -0.4273], [-0.0312, -0.1361, 0.1954], [0.0326, -0.1116, -0.0367], [-0.1845, 0.2690, 0.1577], [0.3913, 0.0070, -0.2752], [0.1333, -0.1770, -0.1089], [-0.2889, -0.0507, 0.1906], [0.4976, 0.2246, -0.2568], [-0.1660, -0.2352, -0.1340], [-0.0618, 0.2012, 0.0023], [-0.2503, -0.0066, 0.1539], [0.2176, 0.0789, -0.0565], [0.0718, 0.6674, -0.0793], [0.0879, 0.1423, -0.0289], [0.1651, 0.0409, -0.2627], [-0.1959, 0.0103, -0.0701], [-0.0879, 0.3874, -0.0960], [0.0093, -0.3288, -0.2716], [0.3956, -0.2316, -0.2302], [-0.4164, 0.2327, -0.0828], [-0.3543, -0.2718, 0.0442], [-0.1572, -0.0044, -0.1122], [-0.1116, -0.0905, 0.2035], [0.1052, -0.0982, 0.0197], [0.0870, 0.2475, -0.1258], [0.0982, 0.0192, -0.0256], [0.0423, -0.1296, 0.0043], [0.2111, -0.1020, 0.3586], [-0.0411, -0.3323, 0.9930], [-0.0141, -0.1194, 0.2692], [-0.0412, -0.1982, 0.0404], [0.1139, -0.0588, -0.1444], [0.1516, -0.0046, 0.0723], [0.0849, 0.1803, 0.0195], [0.0787, 0.1476, -0.0012], [-0.3094, -0.0357, 0.2850], [0.0996, 0.0115, -0.1113], [0.0927, 0.2730, 0.1796]], "lowdin_charge": [-0.1915, -0.0129, -0.3031, -0.0170, -0.0171, -0.0132, -0.1514, -0.1940, -0.1187, 0.0061, -0.0100, -0.1646, -0.2414, -0.1369, -0.2448, -0.0345, -0.1832, -0.0325, -0.2014, 0.0409, -0.0372, -0.1820, -0.1461, -0.1478, -0.0134, 0.0063, 0.1247, 0.1307, 0.1141, 0.1253, 0.0835, 0.1135, 0.1122, 0.1300, 0.1023, 0.1273, 0.1252, 0.1264, 0.0954, 0.1295, 0.1153, 0.1286, 0.0987, 0.0918, 0.1081, 0.0964, 0.1178, 0.1087, 0.1391, 0.1150, 0.1246, 0.1234, 0.0904, 0.0968, 0.0851, 0.1059, 0.1520, 0.0922, 0.1112]}

Entry 2:
{"formula": "C24H33N3O3", "method": "ωB97M-V/def2-TZVPD", "lumo_ev": 0.20, "spin_multiplicity": 1, "homo_lumo_gap_ev": 8.60, "relative_energy_ev": 26.535, "elements": ["O", "O", "O", "N", "N", "N", "C", "C", "C", "C", "C", "C", "C", "C", "C", "C", "C", "C", "C", "C", "C", "C", "C", "C", "C", "C", "C", "C", "C", "C", "H", "H", "H", "H", "H", "H", "H", "H", "H", "H", "H", "H", "H", "H", "H", "H", "H", "H", "H", "H", "H", "H", "H", "H", "H", "H", "H", "H", "H", "H", "H", "H", "H"], "coordinates": [[3.11488, -0.10700, 1.60084], [-1.01500, -2.35433, -0.99008], [1.06381, -2.24265, 5.50252], [-0.77938, 0.02040, -1.55600], [0.77065, -0.51702, 3.83222], [0.92604, -0.17256, 1.05929], [1.98489, -3.13154, -1.38555], [-2.05126, 1.74754, 1.78861], [1.88035, 0.04878, -1.05083], [-0.75491, 1.29051, 1.34268], [1.72903, -2.48043, -0.02586], [-2.62556, 2.43191, -1.72282], [-0.23966, -0.89660, -1.00263], [-1.40953, 1.95198, -3.74459], [-1.34683, -0.81277, 1.73814], [-3.20407, 0.89890, 2.15679], [-1.75286, 0.22586, -3.67924], [1.73141, -0.11870, 2.02668], [1.44075, -1.19767, 4.76770], [-2.66374, -0.67097, 2.00645], [2.26603, -0.68144, -2.56691], [-2.61181, 2.85338, -3.11671], [-0.55216, 0.11471, 1.37567], [-2.20543, -0.03677, -2.35511], [2.73146, 0.64646, 4.22781], [1.39780, 0.70645, 3.35482], [1.12529, -0.81254, -0.24598], [2.68391, -0.83227, 4.77914], [-3.22368, 1.00995, -1.79549], [3.16383, -1.92875, -2.35614], [1.75993, 0.94851, -1.38113], [0.99911, -3.06779, -1.87673], [2.70664, -2.28103, 0.36446], [-4.18808, 0.90946, 2.42273], [2.54664, 1.58591, 4.82216], [3.04649, -0.06692, -3.14476], [1.26532, -0.85481, -3.03998], [1.03688, -2.99982, 0.41898], [-1.75195, 2.67768, -1.26080], [-3.48095, 2.91075, -1.27519], [2.44460, -3.88750, -1.16391], [-3.55873, -1.36016, 2.37750], [3.16512, -2.43407, -3.19045], [-1.13426, -2.07205, 1.78469], [-3.39041, 2.71852, -3.84463], [-0.22967, 2.05362, 1.12577], [-0.21674, -0.76023, 3.75113], [-0.99029, -0.31793, -4.26259], [0.79305, 1.37577, 3.30062], [3.24405, -0.38599, 5.88195], [-2.80915, 0.25852, -4.42900], [-2.47379, 2.78767, 1.61086], [-2.37538, -0.90726, -2.27465], [-3.43615, 0.70113, -0.68992], [-0.45552, 2.27886, -3.53090], [3.49198, -1.34678, 4.30379], [3.62494, 0.91341, 3.46944], [-1.40794, 2.22679, -4.90993], [-4.19000, 0.78997, -2.23496], [-2.20179, 3.91250, -3.33058], [2.92093, -0.05544, -0.50286], [3.88163, -1.96885, -1.80111], [-0.21077, 0.76474, -1.45543]], "forces_ev_per_a": [[-5.7777, -1.4303, 2.8753], [3.5517, 6.7620, -0.1442], [0.3082, 4.3955, -3.4455], [-5.8165, 2.2197, -2.9971], [-3.4351, -1.2618, 2.8603], [-6.3493, -2.0964, -1.5575], [-3.6710, 11.8766, -2.8672], [-5.8883, 0.2751, 0.1046], [9.0853, -6.0035, -2.4225], [-9.6074, 9.4545, 2.3628], [3.2023, 6.2813, -4.8428], [-6.3287, -0.9643, -1.6937], [-1.4455, -14.0745, 4.4384], [-3.6741, -1.5469, -4.4235], [-5.2338, -11.5453, 1.9110], [9.2795, -4.7096, -2.8436], [-2.3646, 5.7377, -5.6661], [10.5206, 5.9863, -1.5612], [-7.9513, -8.2141, 3.5861], [-4.8310, 5.0335, 2.4772], [1.6842, 0.6397, 2.3081], [5.2788, 1.1708, -3.4827], [10.1197, -7.4161, -1.5727], [4.4208, 10.8027, 1.4660], [-0.4425, 2.8177, -3.6924], [8.7793, -12.5162, -1.3672], [-2.9797, -3.8977, 0.6879], [12.0139, 8.5028, 4.1548], [2.3717, -2.7571, 3.9116], [-13.4234, -0.4318, -0.2981], [-1.7914, 5.7979, -0.7354], [0.7432, -1.0758, -0.3158], [0.1319, -0.1657, 1.3267], [-2.3681, 1.2954, 0.6267], [0.7520, -1.5086, 0.7160], [-2.0248, 0.2439, 0.5953], [1.3594, -0.1465, -0.2748], [-3.6625, -2.4234, 3.1996], [2.3615, -0.1218, 1.5957], [0.0760, 0.9405, 0.9752], [4.7134, -8.8985, 1.3004], [2.8493, 0.7190, -1.1672], [0.8626, -2.6517, -4.5070], [0.3660, 3.9503, -0.4982], [-1.1165, -0.2541, 0.6230], [4.5726, 4.6860, -1.8457], [0.3209, 0.3932, -0.1067], [-0.3625, -0.1243, 1.0061], [-6.5297, 8.4851, -0.5966], [-1.9733, -2.6453, -2.3951], [2.9681, -0.4234, 2.0457], [1.6238, -0.8177, 0.4603], [-3.0367, -11.8091, 1.9046], [0.5438, 0.1952, -1.7073], [2.1718, 0.2876, 1.4755], [-0.1258, -0.9257, -0.3590], [-1.9986, -0.9483, 1.8814], [-0.1424, -0.8527, 2.2111], [-0.0385, 0.9373, -0.7037], [-0.8317, -1.2615, 0.6928], [-1.6620, 1.1723, -1.1291], [8.4535, 0.5224, 5.9438], [1.3982, 4.3374, -0.5045]], "lowdin_charge": [-0.1399, -0.2494, -0.0262, 0.1885, 0.1235, 0.0995, -0.0234, -0.0237, -0.1116, -0.0845, -0.0222, -0.2252, -0.2237, -0.1246, -0.1311, 0.0553, -0.0892, -0.2260, -0.5065, 0.0097, -0.0991, -0.2159, -0.3422, -0.2056, -0.0931, -0.0945, -0.2784, -0.1298, -0.0905, -0.0242, 0.0480, 0.0869, 0.0963, 0.0382, 0.1166, 0.1214, 0.0962, 0.0380, 0.0826, 0.1106, -0.0146, 0.1403, 0.0264, 0.2227, 0.0991, 0.0870, 0.1524, 0.1064, 0.0422, 0.2214, 0.1877, 0.1123, 0.0131, 0.1280, 0.0406, 0.1312, 0.1495, 0.1248, 0.1250, 0.1330, 0.1585, -0.0115, 0.0940]}

Entry 3:
{"formula": "C24H33N3O4", "method": "ωB97M-V/def2-TZVPD", "lumo_ev": 0.30, "spin_multiplicity": 1, "homo_lumo_gap_ev": 9.04, "relative_energy_ev": 21.782, "elements": ["O", "O", "O", "O", "N", "N", "N", "C", "C", "C", "C", "C", "C", "C", "C", "C", "C", "C", "C", "C", "C", "C", "C", "C", "C", "C", "C", "C", "C", "C", "C", "H", "H", "H", "H", "H", "H", "H", "H", "H", "H", "H", "H", "H", "H", "H", "H", "H", "H", "H", "H", "H", "H", "H", "H", "H", "H", "H", "H", "H", "H", "H", "H", "H"], "coordinates": [[4.10338, -0.00958, -1.47071], [1.60285, 3.17576, -0.79775], [-2.26477, 2.52522, -2.30702], [-0.04385, 0.68139, 2.03751], [2.63321, -1.27386, -0.30497], [2.18835, 0.92416, 1.11803], [-2.64894, 1.38596, -0.43842], [-4.54725, 0.08350, 1.83122], [2.60599, -2.54173, -1.04869], [0.72367, 2.74822, -2.72503], [-0.58630, 2.52470, -0.67527], [0.28150, -3.20627, -0.90217], [3.02184, 0.87164, 2.34817], [0.81054, 0.81695, 0.92460], [2.84628, 1.18834, -0.28739], [3.25569, 3.26728, 2.53267], [0.37320, 3.38347, -1.56047], [-3.14304, -1.63240, 0.55263], [-3.73724, 0.66722, -0.64215], [3.27101, -0.07778, -0.77483], [1.78022, 2.04046, -0.92537], [2.61571, -3.74038, 0.00887], [-4.18774, -1.53552, 1.54163], [1.67611, -2.76794, -2.04959], [1.25444, -3.90910, 0.32475], [3.59595, 2.04845, 2.91467], [0.31500, 1.17772, -0.19078], [-1.81049, 2.00697, -1.20889], [-3.36758, -0.81066, -0.91944], [1.54041, 1.61857, -2.48231], [-4.84411, 0.78349, 0.25926], [1.98266, 0.93661, -3.08035], [-0.19852, -2.38643, -0.72759], [3.13128, -3.26932, 0.79717], [-4.93330, 2.03273, 0.51319], [0.90800, -3.15367, 1.07133], [-2.11901, 0.91161, 0.45591], [2.22238, 0.29684, 3.02052], [-4.05259, 0.96307, -1.56381], [-3.57517, 0.38990, 2.13730], [1.08306, -4.99647, 0.50602], [-5.21021, 0.27650, 2.40634], [4.13738, 1.90114, 3.86493], [-3.05524, -2.55097, 0.46860], [3.67621, 1.86644, 0.27762], [3.69812, 4.14476, 2.83258], [3.68006, -2.37349, -1.43414], [-0.20718, -3.98658, -1.43139], [0.14393, 2.96733, -3.61960], [1.24268, -2.06193, -2.45561], [-4.39446, -1.34903, -1.14461], [-5.13921, -1.67783, 0.88185], [-2.71232, -1.04948, -1.67238], [2.41458, 3.41557, 1.70527], [3.25045, -4.57286, -0.44967], [-0.72081, 3.12108, 0.31689], [0.02107, 0.42431, -0.98162], [-5.85478, 0.35580, 0.12533], [1.65462, -1.02817, 0.42926], [-2.18541, -1.03764, 0.92009], [-4.01812, -1.79488, 2.61001], [0.14038, 4.54902, -1.46385], [3.81146, 0.03789, 2.50666], [1.86398, -3.71610, -2.50498]], "forces_ev_per_a": [[12.1482, -0.8901, -10.5834], [-1.5271, 13.3844, 2.9550], [1.8245, -1.8206, 2.0189], [3.9904, -0.1635, -4.8922], [-4.9777, 2.1111, 2.7906], [-0.1499, 0.4647, -1.7296], [6.1146, -1.1960, 8.0867], [9.4922, -3.3705, -11.2413], [7.1841, 1.4637, 2.7769], [1.2678, -5.2043, -5.4781], [2.6251, -1.0515, 5.0041], [7.6978, -6.4425, -2.2001], [-3.1419, -5.6520, 1.2956], [0.1040, -1.0433, 16.3994], [-0.8690, 5.0916, 8.4596], [-2.5948, -0.8840, -3.0322], [-0.9642, 4.0253, 4.3933], [3.3613, 10.9172, -0.9409], [-1.8578, -4.7977, -3.5589], [-10.2279, -2.9968, 7.5041], [1.8877, -18.1511, -4.2987], [3.8864, 1.9155, -3.5545], [-4.9326, 5.3388, 0.2577], [-2.3331, -7.7012, 5.4058], [-5.6485, 0.8002, -0.5365], [-0.5347, 2.0109, 1.4138], [-2.4735, 4.8440, -13.4120], [-3.9607, 4.6298, -5.4121], [-5.6068, -2.9042, 4.9301], [-2.9986, 7.8191, 3.3020], [-1.7865, 3.2123, 7.2990], [1.0613, -2.2373, -1.7428], [-3.0759, 4.6418, 1.6096], [1.1196, -0.1337, 1.1971], [-0.1931, -3.4772, -0.7829], [0.5779, -1.5137, 0.5833], [-1.1422, 2.0001, -2.3093], [1.3183, 1.7507, -0.4801], [-1.4421, 1.0760, -2.9274], [0.6051, 1.0276, 0.7148], [-0.9444, 1.1131, 0.2709], [-8.4007, 2.1619, 7.1613], [0.3224, -0.0075, -0.8921], [2.1756, -8.6402, -1.7789], [-0.8414, -1.5148, -2.6943], [0.8492, 1.7593, 1.1469], [-1.0922, -1.1514, -0.1131], [-1.0451, -0.2686, -0.3097], [0.3665, -0.1914, -0.0127], [-3.3977, 6.8700, -5.0374], [1.7212, 1.1496, -0.4487], [0.8368, -1.4306, 2.0974], [1.9055, -0.2639, -1.4959], [2.0726, -0.4387, 1.6401], [-1.2764, 0.7397, 0.8121], [-0.2790, -1.0326, -1.7430], [0.4769, 0.2897, 1.3280], [0.7708, 0.3807, -1.1812], [4.1239, -1.2518, -3.1746], [-1.2327, -1.9323, -0.1407], [-0.3254, -1.3054, -1.2472], [0.3394, -2.7329, -0.7059], [-0.9408, 0.9139, -1.7313], [-0.0129, -0.1097, -1.0341]], "lowdin_charge": [0.2304, 0.0985, 0.0192, -0.0888, 0.1162, -0.0095, 0.1026, -0.0609, -0.4094, -0.0327, -0.0469, 0.0178, -0.1973, -0.4150, -0.0526, 0.0278, -0.1981, -0.2018, -0.4948, -0.5803, -0.4802, -0.1960, -0.1818, -0.0314, -0.1791, -0.2015, -0.0490, -0.4417, -0.0236, 0.1646, -0.0799, 0.0724, -0.0158, 0.0897, 0.1787, 0.1075, 0.2004, 0.1675, 0.1204, 0.0742, 0.1170, -0.0289, 0.1202, 0.0062, 0.2104, 0.0234, 0.1672, 0.0625, 0.1275, 0.0088, 0.1401, 0.1323, 0.0684, 0.1127, 0.1451, 0.2048, 0.1751, 0.1077, 0.2343, 0.1321, 0.1259, 0.2200, 0.1494, 0.1182]}